# 1
C26H32N2O5S4Y as an isolated structure. Source: the Open Molecules 2025 dataset; level of theory: ωB97M-V/def2-TZVPD.

Computed properties:
Energy above the lowest of the compared OMol25 structures with the same formula, charge and spin, kJ/mol: 0.0
HOMO, eV: -9.87

```
! wB97M-V def2-TZVPD RIJCOSX def2/J DEFGRID3
* xyz 1 1
Y 1.35256 -0.22094 -0.32724
S 3.91029 0.10025 -0.73210
S -1.40142 1.00200 -2.46561
S 1.65964 2.13444 0.82245
S -1.27857 -2.39632 1.08285
O 2.31736 -2.56655 -0.51327
O 1.40320 -1.12731 -2.66775
O -0.42547 0.78407 -1.32338
O 2.08779 -1.24555 1.87418
O -0.34779 -1.65455 0.13555
N 6.41952 2.77129 -1.15784
N 3.82152 5.09549 0.68690
C 2.77448 -2.92553 -1.81829
C 3.25343 2.60700 0.25057
C -3.64151 4.76782 -1.38045
C 4.14707 1.81042 -0.37907
C -1.35888 -1.45399 2.58243
C -1.95199 3.13544 -0.85044
C 3.05023 -0.54701 2.69659
C -1.55449 -0.04151 4.93853
C -3.69787 -0.19344 -1.20131
C -3.26886 2.93222 -2.88489
C 1.65012 -2.53717 -2.74240
C -0.87118 -0.15924 2.64146
C -2.67778 -0.27105 -2.32996
C 3.57682 3.98816 0.49874
C 2.36172 -2.64831 1.81455
C 5.40531 2.36166 -0.80386
C -3.14312 -0.51544 0.18368
C -2.64210 4.30167 -0.54150
C -0.96448 0.54912 3.82881
C -1.93446 -2.06301 3.69012
C 2.11728 -0.37809 -3.67015
C -2.89350 -2.01522 0.38982
C 3.14700 -2.98343 0.57293
C -3.95471 4.08782 -2.55201
C -2.28873 2.46462 -2.01548
C -2.03838 -1.34223 4.87029
H 4.10517 -2.45925 0.53103
H -3.16699 -0.24932 -3.30690
H 3.19320 -0.47905 -3.53151
H -2.07391 -1.18450 -2.30577
H 2.89914 -2.96083 2.71149
H 3.70801 -2.40306 -2.04579
H -2.21929 0.04375 0.32892
H -4.15650 0.79619 -1.19146
H -2.48471 -1.80233 5.74123
H -3.61852 -2.48673 1.05688
H -4.50276 -0.89001 -1.45488
H -1.14307 2.77659 -0.22745
H -3.83702 -0.16478 0.94700
H 3.31849 -4.06235 0.51223
H -3.48835 2.41412 -3.81132
H 2.75088 0.49585 2.71620
H -1.62619 0.51009 5.86618
H -0.40071 0.29896 1.78131
H 1.86284 -2.82323 -3.77389
H 1.80472 -0.72200 -4.65618
H -4.17058 5.67807 -1.13223
H -4.72126 4.46737 -3.21367
H 2.94543 -4.00500 -1.86594
H 4.04411 -0.62418 2.25340
H 1.40346 -3.17055 1.79630
H -0.57080 1.55524 3.88515
H 3.02844 -0.97878 3.69730
H 0.73154 -3.03165 -2.42362
H -2.38265 4.85387 0.35168
H -2.28814 -3.08654 3.64499
H 1.84680 0.66776 -3.53895
H -2.91085 -2.58131 -0.54512
*
```

---

# 2
One molecule with the formula C14H14. Source: the Open Molecules 2025 dataset; level of theory: ωB97M-V/def2-TZVPD.

Computed properties:
Energy above the lowest of the compared OMol25 structures with the same formula, charge and spin, kJ/mol: 92.8
HOMO, eV: -8.09

```
! wB97M-V def2-TZVPD RIJCOSX def2/J DEFGRID3
* xyz 0 1
C 2.06274 0.90496 -1.50551
C -0.46570 -0.85177 -0.13685
C 0.62647 -2.52061 1.35407
C 2.08237 -0.45620 -1.59824
C 0.00882 2.71981 1.20965
C 0.39124 1.73670 0.13762
C 0.73484 -1.65236 0.09814
C 1.50289 1.86482 -0.52067
C -2.78486 -1.04845 -0.85135
C -1.85486 1.10241 -0.36045
C -1.61620 -1.60357 -0.39749
C -2.89615 0.27728 -0.79409
C 1.83846 -1.46768 -0.57135
C -0.58890 0.59173 -0.10291
H 2.61763 -2.09126 -0.46085
H 2.76888 -1.03956 -2.25600
H 0.03846 -3.51325 1.15740
H -3.87223 0.53284 -1.19266
H 1.43536 -3.00040 1.95989
H -0.04190 -2.05318 2.15653
H 2.13732 2.74422 -0.29461
H 0.14436 3.78899 1.06868
H -1.08990 2.51281 1.49095
H -1.68515 -2.69053 -0.39330
H 2.43247 1.60538 -2.30696
H -3.64128 -1.68240 -1.02961
H -2.26118 2.11949 -0.12276
H 0.67933 2.72218 2.08977
*
```

---

# 3
A 5-piece molecular cluster, C12H20N4O2 overall. Source: the Open Molecules 2025 dataset; level of theory: ωB97M-V/def2-TZVPD.

Computed properties:
Energy above the lowest of the compared OMol25 structures with the same formula, charge and spin, kJ/mol: 331.0
HOMO, eV: -10.08

```
! wB97M-V def2-TZVPD RIJCOSX def2/J DEFGRID3
* xyz 0 1
O 10.67995 7.01939 7.53518
O 8.99943 6.09704 6.28343
N 5.49482 6.97966 7.19882
N 5.64380 8.53917 11.24405
N 6.40016 5.35649 11.94397
N 9.71508 9.49662 12.72543
C 4.16285 5.69936 9.03526
C 6.99146 9.35816 9.23118
C 8.89518 5.76700 8.62855
C 9.49715 6.80298 5.02518
C 6.98337 5.86832 12.79362
C 10.73128 9.55368 13.26573
C 6.19397 9.05685 10.37008
C 9.63142 6.40314 7.46567
C 7.81136 6.59808 13.81054
C 11.96988 9.52603 13.99868
C 8.21150 6.99552 4.25204
C 4.91626 6.41168 8.00424
H 8.56151 7.52190 3.36500
H 9.30119 6.00142 9.55643
H 12.22562 10.54904 14.32863
H 10.24206 6.26495 4.45224
H 3.38350 6.31356 9.44774
H 7.38944 7.49876 4.80721
H 8.90868 6.44021 13.67428
H 8.91696 4.68976 8.50609
H 12.82672 9.22764 13.43682
H 7.84727 5.99002 8.74830
H 7.50918 6.34581 14.79943
H 7.91331 9.95879 9.50582
H 3.61234 4.84591 8.60831
H 4.81085 5.52080 9.88730
H 7.85166 6.07465 3.93452
H 7.42929 8.37950 8.92026
H 10.22294 7.61521 5.35537
H 11.88119 8.91513 14.85297
H 6.42856 9.94262 8.46903
H 7.67201 7.65035 13.62428
*
```

---

# 4
C26H16F3N14O2SV as an isolated structure. Source: the Open Molecules 2025 dataset; level of theory: ωB97M-V/def2-TZVPD.

Computed properties:
Energy above the lowest of the compared OMol25 structures with the same formula, charge and spin, kJ/mol: 156.5
HOMO (alpha / beta), eV: -5.19 / -5.15

```
! wB97M-V def2-TZVPD RIJCOSX def2/J DEFGRID3
* xyz -1 2
V -0.10494 -0.01244 0.27738
S -0.11113 1.21291 2.39522
F -1.69417 3.65908 4.93902
F -0.90585 5.30766 3.81782
F 0.23935 3.51952 4.00470
O 3.83803 1.17327 0.35772
O -0.11024 -4.02477 1.01913
N -0.22552 0.51927 -2.41604
N -1.92500 -0.70309 0.81190
N -1.92774 1.96470 0.73902
N 0.59631 2.17577 -0.59946
N 0.11138 -2.30740 -1.89847
N -3.40313 -1.51075 2.11904
N -0.96046 0.12309 -1.37870
N -0.93450 0.49725 -3.47464
N -2.18863 -1.12228 2.04814
N 1.78653 0.17362 0.64250
N -4.01530 -1.37459 0.94315
N 0.34105 -1.77665 0.79231
N -3.24421 -0.55187 -1.17119
N -2.17795 0.09791 -3.20652
C 2.61969 1.13457 0.20399
C -0.02694 3.14825 -1.25228
C -0.13789 -2.97740 0.38811
C -1.10114 -3.30866 -3.68616
C -1.63023 -3.88311 -1.43041
C -1.31522 2.28928 1.89065
C 2.44056 -2.44428 3.77154
C 1.25892 -1.74142 1.82209
C 1.92084 2.23547 -0.52168
C -2.17937 -0.13661 -1.90272
C 3.23522 -0.53269 2.53467
C 2.01459 4.30328 -1.70439
C 3.35949 -1.42224 3.58588
C 0.63341 4.22315 -1.82164
C -3.42336 3.80522 0.95802
C -0.13296 -2.44830 -3.19026
C 1.38294 -2.61543 2.89246
C 2.16660 -0.67069 1.65691
C -3.08341 -0.87677 0.14816
C -1.00471 3.95308 3.81495
C -0.61611 -3.01235 -1.03600
C 2.67268 3.28685 -1.04685
C -1.86930 -4.03060 -2.78687
C -2.75619 4.21509 2.10413
C -2.94507 2.67761 0.30693
C -1.69501 3.46677 2.58031
H 3.93443 0.27653 2.40105
H 4.18171 -1.30578 4.27579
H -4.27480 4.34502 0.57930
H -2.63116 -4.70426 -3.15318
H -1.10362 3.07847 -1.33155
H 0.46475 -1.83267 -3.85099
H -2.17829 -4.43208 -0.67989
H 3.74508 3.26562 -0.91766
H 2.55828 5.12926 -2.13813
H -3.39478 2.32488 -0.61484
H 0.07668 4.97702 -2.35667
H -4.11049 -0.76736 -1.63212
H 0.65053 -3.39428 3.03077
H -3.04097 5.11967 2.62259
H 2.53753 -3.11365 4.61403
H -1.24081 -3.42739 -4.75013
*
```

---

# 5
C2HO2Yb as an isolated structure. Source: the Open Molecules 2025 dataset; level of theory: ωB97M-V/def2-TZVPD.

Computed properties:
Energy above the lowest of the compared OMol25 structures with the same formula, charge and spin, kJ/mol: 13.8
HOMO (alpha / beta), eV: -5.40 / -7.50

```
! wB97M-V def2-TZVPD RIJCOSX def2/J DEFGRID3
* xyz 0 2
Yb 0.21033 1.79869 -0.79724
O 1.36444 0.63340 0.96450
O -2.54786 -0.72908 -0.44923
C 1.16357 -0.35889 0.20697
C -1.61062 -0.00382 -0.60712
H 1.42014 -1.34030 0.68212
*
```

---

# 6
C17H39GaOP3S as an isolated structure. Source: the Open Molecules 2025 dataset; level of theory: ωB97M-V/def2-TZVPD.

Computed properties:
HOMO, eV: -16.70

```
! wB97M-V def2-TZVPD RIJCOSX def2/J DEFGRID3
* xyz 3 1
Ga -0.28421 -0.32903 -1.99650
S -2.10644 0.81247 -1.33406
P 1.38172 -1.78516 -1.63155
P -0.76220 2.77501 1.38340
P 2.72974 0.62152 1.62346
O 1.15213 1.65987 -2.13223
C -2.51438 -1.93801 -2.15646
C 4.31716 -0.20469 1.16384
C 1.39108 -2.68273 -0.04589
C -2.45999 -0.95213 -1.13575
C -2.84597 -3.25539 -1.81624
C -2.45739 3.25994 1.08334
C 0.51356 3.94232 0.87718
C 0.90763 -2.89547 -2.99546
C 3.48633 2.13001 2.38503
C -3.03639 -2.62991 0.52003
C -4.33663 0.82357 -2.32618
C 2.37979 -0.33750 3.15325
C 3.07553 -1.19902 -1.94817
C -2.72051 -1.31129 0.20999
C -3.08419 -3.60579 -0.48634
C -4.96623 -0.08224 -1.54411
C -0.44955 2.05173 2.98913
H 1.51673 3.50028 1.01672
H -0.77933 1.00501 2.97820
H -2.35184 -1.66945 -3.20645
H 4.12548 -1.24533 0.86384
H -2.80188 3.90783 1.90264
H 4.32166 1.84496 3.04357
H 0.44975 4.87452 1.46786
H 0.38771 4.20734 -0.18600
H 1.50062 0.08599 3.64904
H 5.01305 -0.19171 2.01686
H 3.86224 2.77655 1.57550
H -0.60929 1.69051 0.50949
H -1.02337 2.61226 3.74505
H -4.40408 1.90907 -2.18378
H 0.30074 -3.72215 -2.60713
H -2.54352 3.79134 0.12302
H 2.73850 2.69021 2.96399
H -2.82680 -4.04011 -2.57923
H -5.21126 -1.05890 -1.96793
H -3.24002 -2.93451 1.55113
H -3.29369 -4.64855 -0.22585
H 0.29918 -2.31059 -3.70715
H 1.96976 -3.61813 -0.13095
H 1.82335 -2.05678 0.75450
H 4.76267 0.33452 0.31350
H 2.16290 -1.37695 2.88404
H 1.82776 1.62894 -2.83514
H 1.43083 2.35977 -1.50786
H -2.65025 -0.54331 0.99058
H 0.61693 2.06861 3.24375
H -3.94651 0.47267 -3.28269
H -5.32955 0.14485 -0.54279
H -3.07989 2.35240 1.05505
H 1.78052 -3.26505 -3.54478
H 3.83124 -1.93779 -1.63765
H 3.21196 -1.00615 -3.02083
H 3.23565 -0.31398 3.83675
H 0.35727 -2.92538 0.24271
H 3.25420 -0.26087 -1.40131
*
```

---

# 7
A 4-piece molecular cluster, C44H65BN3O4 overall. Source: the Open Molecules 2025 dataset; level of theory: ωB97M-V/def2-TZVPD.

Computed properties:
HOMO, eV: -10.83

```
! wB97M-V def2-TZVPD RIJCOSX def2/J DEFGRID3
* xyz 1 1
O 3.85587 -3.67900 1.82930
O 1.69226 8.73299 4.00681
O -1.13639 3.58969 -0.93157
O -0.69249 -3.50985 -1.04096
N 0.90201 -1.16409 -3.54931
N 1.02420 -2.88578 0.40761
N -1.62402 2.95798 1.23159
C 4.66261 3.75878 1.35114
C 5.38706 1.46427 0.42850
C 2.36080 7.47315 3.78376
C -1.63838 -3.08515 -7.96500
C -0.42092 -2.44112 -7.77981
C -0.21664 -0.54022 -3.46111
C -3.85959 -4.80094 5.10860
C -8.13992 -4.94893 1.18596
C -2.06883 -3.39068 -0.56403
C -4.15277 -6.08759 5.54319
C 5.90924 4.76500 1.42136
C -5.45377 -6.46271 3.55275
C 2.03249 -0.63628 0.57513
C -1.17705 -0.61461 -9.15374
C -7.00183 -6.74044 0.05016
C -2.25546 -4.41474 0.63980
C 3.09561 0.35796 1.16075
C 0.07567 -1.13490 -1.02213
C -0.98654 -0.71427 -2.09925
C -4.94801 -6.91959 4.76404
C -6.13123 -5.82317 -0.52652
C 3.85276 7.40695 1.63594
C -2.62517 -2.49410 -8.74522
C 0.11853 -2.52150 -0.56392
C -0.18819 -1.20820 -8.37805
C -7.27129 -4.03112 0.60660
C -0.75084 0.34391 -4.63164
C -4.35768 -4.34665 3.89271
C 5.59681 5.96038 0.42099
C -8.00334 -6.30401 0.90998
C 0.65790 2.35973 0.20391
C 1.04564 -0.16654 -0.45127
C 1.00727 1.32339 -0.95075
C 3.80389 7.77078 3.19102
C -2.39569 -1.25713 -9.33579
C -6.26469 -4.46811 -0.24628
C 0.67250 8.98632 3.02658
C 1.95517 -2.04003 0.98999
C 4.85927 2.91145 -0.00292
C -5.15785 -5.17692 3.11534
C -0.75612 3.01957 0.05836
C 2.78415 -2.14737 3.65781
C 4.26789 0.41789 0.06886
C 5.38241 7.32716 1.20557
B 2.93234 -2.67682 2.13006
H -8.67811 -7.02010 1.36412
H 1.49667 3.11020 0.23259
H 1.98626 1.54536 -1.45738
H -6.07869 -7.10911 2.94813
H 2.90793 -2.99834 4.38999
H 5.74906 1.41150 1.48471
H 3.89630 -4.31680 2.56757
H 3.74988 0.62678 -0.90941
H 4.75581 -0.59666 -0.03767
H -1.78254 -1.48470 -2.25045
H 6.41265 6.01750 -0.34844
H -3.76168 -6.44253 6.48960
H -3.57358 -2.99723 -8.89209
H -1.27794 2.24451 1.88518
H -3.19317 -5.02581 0.51681
H -2.32613 -2.33702 -0.29643
H -8.92333 -4.60776 1.85222
H 2.66839 1.36545 1.38532
H 3.57181 -0.01949 2.10012
H 5.66900 8.17449 0.52516
H -1.51821 0.22826 -1.77776
H 0.76418 -0.70894 -8.23905
H -7.37907 -2.97382 0.82065
H 3.87612 2.81917 -0.53706
H -1.68688 -0.03723 -5.11148
H 6.08915 7.31347 2.07551
H 3.32000 6.43096 1.50627
H -5.58425 -3.75179 -0.69393
H 0.34805 -2.90123 -7.16910
H -2.72728 -3.77408 -1.39565
H -0.32909 8.76191 3.49607
H 3.45380 -1.28072 3.88473
H 0.22551 1.46708 -1.75073
H 1.01114 -3.85885 0.72677
H 4.64573 5.76705 -0.15713
H 0.05651 0.43990 -5.40891
H -3.24141 -4.15117 5.71804
H 5.62157 3.40998 -0.66522
H -1.81849 -4.04824 -7.50145
H 4.55052 7.10433 3.69463
H -3.16728 -0.79359 -9.93951
H 3.32347 8.17658 1.01884
H -5.34851 -6.16462 -1.19486
H 1.75728 6.78390 3.13629
H 0.79780 8.38304 2.08143
H 3.67904 4.29140 1.29397
H 6.26183 1.24344 -0.25332
H -2.39493 -3.78251 1.56514
H 0.70121 10.08253 2.79495
H 1.71932 -1.79509 3.79825
H -6.89958 -7.79672 -0.17043
H -1.56126 3.84997 1.73211
H 4.04339 8.86232 3.26314
H -4.12306 -3.34427 3.55093
H 6.78684 4.18515 1.03836
H 1.33344 -0.97346 -4.46071
H -5.17475 -7.92398 5.10185
H 2.51908 6.98753 4.78652
H -0.96519 1.38299 -4.24434
H 6.04586 5.08691 2.48547
H -1.34343 -5.03746 0.80717
H 0.68749 1.78536 1.17437
H -0.99747 0.34893 -9.61626
H 4.66403 3.09234 2.26084
H -5.55046 -4.82174 2.17004
*
```

---

# 8
C2H2O4 as an isolated structure. Source: the Open Molecules 2025 dataset; level of theory: ωB97M-V/def2-TZVPD.

Computed properties:
Energy above the lowest of the compared OMol25 structures with the same formula, charge and spin, kJ/mol: 623.0
HOMO, eV: -10.07

```
! wB97M-V def2-TZVPD RIJCOSX def2/J DEFGRID3
* xyz 0 1
O 1.72660 0.05649 -0.03429
O 0.60334 0.21380 0.84407
O -1.72831 -1.02212 0.39233
O -1.00626 2.05950 0.00824
C -0.61665 1.00083 -0.19491
C -0.81316 -0.55564 -0.22966
H 2.13812 -0.75833 0.30769
H -0.30367 -0.99452 -1.09348
*
```